{
  "formula": "C40H108F3N9O12",
  "method": "ωB97M-V with the def2-TZVPD basis set",
  "elements": ["O", "H", "H", "H", "C", "O", "O", "C", "F", "F", "F", "C", "C", "H", "H", "H", "H", "H", "H", "C", "C", "C", "O", "C", "N", "H", "H", "H", "H", "H", "H", "H", "H", "H", "H", "H", "C", "C", "C", "O", "C", "N", "H", "H", "H", "H", "H", "H", "H", "H", "H", "H", "H", "C", "C", "C", "O", "C", "N", "H", "H", "H", "H", "H", "H", "H", "H", "H", "H", "H", "C", "C", "C", "O", "C", "N", "H", "H", "H", "H", "H", "H", "H", "H", "H", "H", "H", "C", "C", "C", "O", "C", "N", "H", "H", "H", "H", "H", "H", "H", "H", "H", "H", "H", "C", "C", "C", "O", "C", "N", "H", "H", "H", "H", "H", "H", "H", "H", "H", "H", "H", "C", "C", "C", "O", "C", "N", "H", "H", "H", "H", "H", "H", "H", "H", "H", "H", "H", "C", "C", "C", "O", "C", "N", "H", "H", "H", "H", "H", "H", "H", "H", "H", "H", "H", "C", "C", "C", "O", "C", "N", "H", "H", "H", "H", "H", "H", "H", "H", "H", "H", "H"],
  "coordinates": [[1.007, 14.271, 17.529], [0.156, 14.637, 17.779], [1.367, 13.735, 18.240], [0.807, 13.737, 16.757], [-2.640, 13.741, 18.305], [-3.247, 14.106, 19.536], [-1.557, 14.614, 18.072], [-2.381, 12.234, 18.196], [-2.205, 11.516, 19.337], [-3.318, 11.668, 17.468], [-1.233, 12.062, 17.541], [-4.545, 13.583, 19.832], [-4.895, 14.188, 21.236], [-4.136, 13.709, 21.856], [-5.120, 15.255, 21.226], [-5.817, 13.678, 21.516], [-4.619, 12.495, 19.814], [-5.327, 13.911, 19.147], [-3.438, 14.054, 17.632], [1.934, 13.774, 20.598], [2.067, 12.302, 20.162], [1.150, 11.306, 20.979], [1.240, 9.913, 20.439], [0.359, 8.901, 21.086], [1.868, 12.054, 18.798], [2.068, 13.711, 21.678], [0.977, 14.266, 20.426], [2.745, 14.440, 20.303], [3.099, 11.967, 20.058], [0.165, 11.763, 21.068], [1.639, 11.319, 21.953], [0.140, 8.019, 20.486], [-0.620, 9.266, 21.395], [0.974, 8.713, 21.967], [1.841, 11.045, 18.819], [2.810, 12.093, 18.436], [-1.402, 20.108, 17.276], [-2.647, 19.228, 17.006], [-2.265, 17.758, 16.503], [-1.978, 17.672, 15.168], [-1.684, 16.307, 14.792], [-3.442, 19.236, 18.218], [-0.964, 20.365, 16.311], [-0.576, 19.497, 17.641], [-1.441, 20.954, 17.962], [-3.237, 19.655, 16.195], [-3.112, 17.129, 16.776], [-1.408, 17.348, 17.037], [-2.282, 15.471, 15.154], [-0.658, 16.070, 15.074], [-1.720, 16.203, 13.707], [-3.119, 18.613, 18.944], [-4.443, 19.122, 18.142], [-6.211, 9.689, 18.189], [-5.479, 8.824, 17.105], [-5.690, 7.251, 17.163], [-5.004, 6.700, 18.299], [-4.936, 5.306, 18.191], [-6.143, 9.213, 15.864], [-7.228, 9.405, 18.458], [-6.310, 10.743, 17.932], [-5.582, 9.838, 19.067], [-4.399, 8.967, 17.121], [-5.414, 6.780, 16.220], [-6.698, 6.845, 17.241], [-4.453, 4.873, 17.315], [-5.943, 4.903, 18.078], [-4.507, 4.861, 19.089], [-5.609, 8.818, 15.103], [-5.951, 10.188, 15.684], [-7.178, 9.583, 21.598], [-7.002, 11.053, 21.608], [-8.241, 11.894, 21.060], [-7.942, 12.289, 19.774], [-9.099, 12.499, 18.967], [-6.535, 11.496, 22.903], [-6.394, 9.050, 22.135], [-7.387, 9.144, 20.622], [-8.063, 9.295, 22.165], [-6.193, 11.271, 20.911], [-8.621, 12.772, 21.582], [-9.129, 11.263, 21.106], [-8.875, 13.210, 18.172], [-9.924, 12.973, 19.499], [-9.557, 11.598, 18.559], [-5.577, 11.176, 22.931], [-6.376, 12.486, 22.779], [0.975, 11.096, 15.487], [0.879, 12.315, 14.521], [0.436, 12.167, 13.092], [0.352, 13.460, 12.542], [-0.015, 13.581, 11.173], [0.069, 13.278, 15.199], [1.481, 11.305, 16.430], [1.682, 10.513, 14.897], [0.109, 10.480, 15.728], [1.877, 12.751, 14.463], [-0.571, 11.754, 13.044], [1.096, 11.511, 12.524], [-0.065, 14.609, 10.812], [-0.984, 13.163, 10.897], [0.738, 13.045, 10.595], [-0.876, 12.925, 15.252], [-0.042, 14.020, 14.522], [-5.171, 13.320, 14.190], [-6.689, 13.144, 14.419], [-7.534, 13.554, 13.175], [-8.959, 13.323, 13.398], [-9.585, 14.109, 14.503], [-6.784, 11.665, 14.664], [-4.544, 13.108, 15.056], [-4.851, 14.282, 13.790], [-4.735, 12.664, 13.437], [-7.062, 13.655, 15.306], [-7.200, 13.067, 12.259], [-7.396, 14.632, 13.084], [-8.953, 14.968, 14.728], [-9.530, 13.474, 15.387], [-10.644, 14.339, 14.391], [-7.774, 11.570, 14.844], [-6.635, 11.186, 13.787], [-0.363, 17.502, 21.111], [-1.685, 16.781, 21.248], [-2.602, 17.223, 22.380], [-1.944, 16.754, 23.497], [-2.676, 16.813, 24.784], [-2.343, 16.866, 19.943], [0.228, 17.499, 22.027], [-0.535, 18.576, 21.049], [0.380, 17.026, 20.472], [-1.484, 15.711, 21.300], [-3.582, 16.766, 22.249], [-2.656, 18.306, 22.266], [-3.467, 16.097, 25.009], [-2.956, 17.819, 25.098], [-1.854, 16.577, 25.460], [-3.285, 16.523, 20.071], [-1.813, 16.277, 19.317], [-3.951, 7.030, 25.681], [-3.674, 8.497, 25.275], [-4.264, 8.978, 23.882], [-3.943, 10.206, 23.243], [-2.801, 10.859, 23.743], [-4.068, 9.293, 26.485], [-4.969, 6.876, 26.038], [-3.328, 6.720, 26.520], [-3.901, 6.414, 24.783], [-2.590, 8.595, 25.328], [-5.353, 9.008, 23.921], [-3.957, 8.328, 23.063], [-1.935, 10.197, 23.778], [-3.006, 11.197, 24.758], [-2.743, 11.734, 23.097], [-3.996, 8.741, 27.328], [-5.060, 9.473, 26.432], [-8.070, 17.541, 14.461], [-7.402, 18.706, 15.200], [-6.418, 18.241, 16.290], [-7.238, 17.698, 17.348], [-7.061, 16.392, 17.826], [-6.731, 19.530, 14.152], [-8.756, 16.960, 15.078], [-7.410, 16.871, 13.911], [-8.684, 17.910, 13.639], [-8.176, 19.275, 15.715], [-5.910, 19.068, 16.786], [-5.784, 17.442, 15.905], [-6.456, 15.781, 17.156], [-8.051, 15.939, 17.775], [-6.544, 16.439, 18.784], [-7.318, 19.734, 13.356], [-5.933, 19.130, 13.678]],
  "orbital_gap_ev": 7.98,
  "de_lowest_kj_mol": 658.2,
  "homo_ev": -7.67
}



{
  "formula": "C40H110CuN10O14S",
  "method": "ωB97M-V with the def2-TZVPD basis set",
  "elements": ["Cu", "S", "O", "O", "O", "O", "C", "C", "C", "O", "C", "N", "H", "H", "H", "H", "H", "H", "H", "H", "H", "H", "H", "C", "C", "C", "O", "C", "N", "H", "H", "H", "H", "H", "H", "H", "H", "H", "H", "H", "C", "C", "C", "O", "C", "N", "H", "H", "H", "H", "H", "H", "H", "H", "H", "H", "H", "C", "C", "C", "O", "C", "N", "H", "H", "H", "H", "H", "H", "H", "H", "H", "H", "H", "C", "C", "C", "O", "C", "N", "H", "H", "H", "H", "H", "H", "H", "H", "H", "H", "H", "C", "C", "C", "O", "C", "N", "H", "H", "H", "H", "H", "H", "H", "H", "H", "H", "H", "C", "C", "C", "O", "C", "N", "H", "H", "H", "H", "H", "H", "H", "H", "H", "H", "H", "C", "C", "C", "O", "C", "N", "H", "H", "H", "H", "H", "H", "H", "H", "H", "H", "H", "C", "C", "C", "O", "C", "N", "H", "H", "H", "H", "H", "H", "H", "H", "H", "H", "H", "C", "C", "C", "O", "C", "N", "H", "H", "H", "H", "H", "H", "H", "H", "H", "H", "H"],
  "coordinates": [[0.062, 0.423, 0.225], [-2.546, -0.674, -0.933], [-2.355, 0.504, -0.056], [-1.217, -1.027, -1.388], [-3.201, -1.738, -0.183], [-3.412, -0.268, -2.040], [1.967, 2.156, -3.653], [1.598, 0.853, -3.120], [2.673, 0.049, -2.400], [3.848, -0.209, -3.191], [3.585, -0.863, -4.511], [0.398, 1.056, -2.204], [2.145, 2.878, -2.856], [1.176, 2.490, -4.324], [2.789, 1.964, -4.343], [1.275, 0.292, -3.998], [2.190, -0.894, -2.144], [2.942, 0.523, -1.456], [3.215, -0.208, -5.299], [2.892, -1.696, -4.384], [4.521, -1.269, -4.895], [-0.032, 0.151, -2.075], [-0.346, 1.494, -2.727], [3.593, -5.737, -0.928], [4.326, -4.340, -1.191], [5.194, -4.366, -2.429], [5.955, -3.181, -2.607], [6.796, -3.224, -3.749], [3.398, -3.237, -1.336], [3.020, -6.037, -1.805], [3.030, -5.653, 0.002], [4.156, -6.627, -0.643], [4.891, -4.257, -0.263], [4.747, -4.677, -3.373], [5.897, -5.186, -2.281], [6.185, -3.110, -4.645], [7.418, -4.113, -3.853], [7.449, -2.353, -3.795], [2.860, -3.260, -2.190], [3.839, -2.329, -1.371], [-1.106, -2.373, -4.799], [-0.954, -3.650, -3.909], [0.505, -3.898, -3.539], [1.358, -4.140, -4.710], [0.992, -5.322, -5.423], [-1.752, -3.321, -2.771], [-0.809, -1.475, -4.257], [-2.154, -2.129, -4.972], [-0.623, -2.442, -5.774], [-1.327, -4.609, -4.268], [0.669, -4.622, -2.741], [0.880, -2.961, -3.128], [0.792, -6.202, -4.812], [1.823, -5.592, -6.074], [0.106, -5.142, -6.033], [-1.337, -2.487, -2.380], [-2.709, -3.070, -2.974], [-2.933, 4.245, 1.663], [-2.747, 4.322, 0.111], [-2.497, 5.785, -0.302], [-3.723, 6.451, -0.079], [-3.808, 7.846, -0.318], [-1.684, 3.352, -0.265], [-3.735, 4.928, 1.942], [-2.030, 4.535, 2.200], [-3.373, 3.287, 1.942], [-3.687, 4.030, -0.358], [-2.219, 5.837, -1.354], [-1.634, 6.192, 0.226], [-3.167, 8.324, 0.422], [-4.821, 8.226, -0.189], [-3.432, 8.103, -1.308], [-2.078, 2.422, -0.254], [-1.427, 3.558, -1.220], [2.637, 1.765, 1.801], [1.584, 2.863, 1.596], [1.758, 3.474, 0.211], [3.021, 4.197, 0.034], [3.117, 5.372, 0.803], [0.264, 2.272, 1.799], [3.640, 2.188, 1.844], [2.599, 1.079, 0.954], [2.597, 1.191, 2.727], [1.676, 3.600, 2.394], [0.961, 4.180, -0.021], [1.699, 2.714, -0.569], [3.215, 5.228, 1.879], [2.160, 5.890, 0.738], [3.913, 6.041, 0.475], [-0.469, 2.909, 1.522], [0.093, 2.217, 2.793], [-1.773, 3.715, -4.789], [-2.229, 2.330, -4.476], [-1.706, 1.152, -5.359], [-1.879, 1.367, -6.742], [-1.698, 0.137, -7.411], [-2.065, 1.991, -3.092], [-2.148, 4.197, -5.691], [-0.691, 3.627, -4.886], [-1.746, 4.365, -3.915], [-3.316, 2.361, -4.538], [-2.284, 0.274, -5.072], [-0.665, 0.944, -5.110], [-2.595, -0.468, -7.281], [-0.793, -0.399, -7.128], [-1.621, 0.467, -8.448], [-2.657, 2.593, -2.537], [-2.381, 1.071, -2.821], [-5.621, -0.680, 4.000], [-5.189, -0.721, 2.491], [-5.326, 0.689, 1.922], [-6.737, 0.973, 1.837], [-6.967, 2.350, 1.739], [-3.805, -1.089, 2.526], [-5.035, -0.110, 4.721], [-5.610, -1.670, 4.457], [-6.607, -0.231, 4.114], [-5.738, -1.499, 1.960], [-4.776, 0.845, 0.994], [-4.875, 1.280, 2.719], [-6.647, 2.814, 2.671], [-8.035, 2.541, 1.632], [-6.457, 2.737, 0.856], [-3.699, -1.496, 1.608], [-3.300, -0.244, 2.296], [-0.356, -1.721, 2.104], [0.785, -2.474, 1.435], [0.335, -3.914, 1.056], [0.073, -4.731, 2.142], [-0.104, -6.101, 1.830], [1.190, -1.756, 0.233], [-1.280, -1.825, 1.536], [-0.098, -0.665, 2.189], [-0.607, -2.190, 3.055], [1.679, -2.496, 2.059], [1.189, -4.296, 0.497], [-0.552, -3.926, 0.422], [0.696, -6.598, 1.282], [-1.114, -6.061, 1.422], [-0.244, -6.682, 2.742], [0.431, -1.902, -0.418], [1.885, -2.376, -0.157], [-1.823, 0.773, 4.203], [-1.743, 2.285, 4.509], [-2.459, 2.469, 5.893], [-2.393, 3.768, 6.372], [-2.959, 4.789, 5.538], [-0.338, 2.718, 4.702], [-1.646, 0.607, 3.140], [-2.816, 0.404, 4.458], [-1.094, 0.231, 4.805], [-2.274, 2.804, 3.711], [-1.864, 1.907, 6.613], [-3.470, 2.089, 5.745], [-3.922, 4.376, 5.239], [-2.492, 5.047, 4.587], [-3.179, 5.728, 6.046], [-0.227, 3.633, 5.114], [0.039, 2.068, 5.378], [4.368, -1.259, 3.405], [3.433, -2.134, 4.267], [4.148, -2.609, 5.554], [5.239, -3.452, 5.242], [5.680, -4.082, 6.465], [2.222, -1.327, 4.567], [3.931, -0.968, 2.450], [5.359, -1.640, 3.157], [4.496, -0.292, 3.893], [3.140, -3.044, 3.745], [3.369, -3.153, 6.088], [4.465, -1.681, 6.029], [6.359, -4.924, 6.329], [4.939, -4.565, 7.102], [6.168, -3.433, 7.192], [1.693, -1.915, 5.195], [1.671, -1.202, 3.729]],
  "total_charge": -1,
  "orbital_gap_ev": 7.62,
  "de_lowest_kj_mol": 0.0,
  "homo_ev": -5.37
}